(1)
A molecular structure, F8H4N4Na2O18S8 in a non-equilibrium geometry. Source: OMol25; level of theory: ωB97M-V with the def2-TZVPD basis set.

Structure (XYZ):
```
44
F8H4N4Na2O18S8, DFT ωB97M-V with the def2-TZVPD basis set
Na -0.5687 1.0130 -0.2936
Na -2.3173 3.3293 0.5102
N -0.3427 2.5675 1.4448
S 0.7248 3.8095 1.8354
O 2.0196 3.7006 1.2796
O 0.6543 4.3980 3.1166
F -0.0479 4.8785 0.8788
S -0.0691 1.7516 2.8138
O -1.0938 2.0346 3.7620
O 1.2689 1.4741 3.1863
F -0.4458 0.3023 2.2694
N 4.2867 -0.1867 -0.3235
S 3.7547 -1.6403 -0.8707
O 2.4090 -1.6955 -1.3024
O 4.3057 -2.7637 -0.2163
F 4.5453 -1.5164 -2.2603
S 3.3262 0.0705 0.9025
O 3.5064 -0.7302 2.0537
O 1.9824 0.4184 0.5303
F 3.9150 1.5059 1.3082
N -0.8596 -4.0222 0.3429
S -0.3502 -2.5744 0.8633
O -0.6994 -1.5136 -0.0362
O 0.8948 -2.5491 1.5223
F -1.4212 -2.4560 2.0244
S 0.2229 -4.5122 -0.7192
O 1.5035 -4.8669 -0.2259
O 0.0906 -3.8548 -1.9871
F -0.4654 -5.9428 -1.0045
N -3.0020 1.2799 -0.6556
S -4.0079 0.3459 0.3672
O -4.0233 -1.0382 0.0912
O -5.1280 1.0577 0.8561
F -2.9367 0.4215 1.5414
S -3.8871 1.0792 -1.9883
O -5.1116 1.8129 -1.9638
O -3.8071 -0.1824 -2.6012
F -2.9748 2.0175 -2.9383
O 0.1418 -1.0898 -2.8985
H 0.1358 -2.0233 -2.6485
H 0.7557 -0.6938 -2.2758
O 0.8751 1.9026 -1.9008
H 1.7069 2.3441 -1.7034
H 0.5335 2.3372 -2.6866
```

Summary:
**Relative energy (zero: lowest compared OMol25 entry of this formula, charge and spin)**: 0.0000 eV
**Charge**: -2
**Orbital gap**: 6.6762 eV
**Electronic energy**: -5884.9958 Ha
**HOMO level**: -0.1533 hartree


(2)
A molecular structure, C60H73BFIrN9O5S3Te in a non-equilibrium geometry. Source: OMol25; level of theory: ωB97M-V with the def2-TZVPD basis set.

Structure (XYZ):
```
154
C60H73BFIrN9O5S3Te, DFT ωB97M-V with the def2-TZVPD basis set
Ir 0.3187 -1.1742 -1.6304
C -1.1167 -4.9880 -6.4068
C -1.3456 -3.6612 -5.6829
C -2.2424 -2.7262 -6.5002
C -2.0371 -3.9268 -4.3494
N 0.0064 -2.9953 -5.5475
C 0.6382 -2.5173 -6.6817
C 1.8267 -2.0156 -6.3050
N 1.9477 -2.1829 -4.9477
B 3.2582 -1.7739 -4.2295
N 3.5892 -2.8243 -3.1468
C 4.0895 -4.0617 -3.4856
C 4.1550 -4.8015 -2.3623
N 3.6870 -4.0160 -1.3218
C 3.3315 -2.8178 -1.8344
S 2.6777 -1.4528 -0.9877
C 3.5001 -4.4968 0.0886
C 4.2698 -3.5895 1.0506
C 2.0008 -4.5263 0.3929
C 4.0605 -5.9098 0.2212
N 3.2188 -0.3293 -3.6486
C 4.3901 0.3303 -3.3493
C 4.0930 1.6179 -3.0989
N 2.7213 1.7642 -3.2416
C 2.2132 0.5436 -3.5431
S 0.5414 0.1092 -3.6884
C 1.9985 3.0803 -3.3119
C 1.5317 3.2829 -4.7547
C 0.8051 3.1243 -2.3552
C 2.9710 4.1958 -2.9406
C 0.8292 -2.7780 -4.4941
S 0.5423 -3.2173 -2.8340
H -2.0702 -5.4999 -6.5365
H -0.4542 -5.6293 -5.8232
H -0.6732 -4.8361 -7.3923
H -3.2475 -3.1439 -6.5314
H -1.9023 -2.6095 -7.5284
H -2.2930 -1.7438 -6.0275
H -3.0338 -4.3099 -4.5703
H -2.1430 -3.0163 -3.7597
H -1.5138 -4.6749 -3.7602
H 0.1929 -2.5670 -7.6573
H 2.6011 -1.5593 -6.8987
H 4.1336 -1.7892 -5.0534
H 4.3683 -4.3069 -4.4974
H 4.4911 -5.8126 -2.2322
H 4.0104 -2.5404 0.9203
H 5.3455 -3.6992 0.8936
H 4.0420 -3.8831 2.0768
H 1.5859 -3.5271 0.5102
H 1.8258 -5.0868 1.3132
H 1.4647 -5.0186 -0.4215
H 5.1016 -5.9645 -0.1019
H 3.4668 -6.6372 -0.3364
H 4.0288 -6.1931 1.2719
H 5.3476 -0.1639 -3.3572
H 4.7501 2.4202 -2.8214
H 0.8718 2.4754 -5.0715
H 2.3863 3.3316 -5.4320
H 0.9740 4.2182 -4.8269
H -0.0468 2.5653 -2.7330
H 0.4962 4.1654 -2.2334
H 1.0738 2.7300 -1.3745
H 3.8125 4.2444 -3.6327
H 3.3443 4.0792 -1.9204
H 2.4411 5.1452 -2.9986
F 0.9871 3.4033 4.2795
C -0.0322 3.3615 3.4019
C 0.0978 2.5456 2.3159
C -0.8995 2.4702 1.3439
C -0.8095 1.5483 0.2175
O 0.2270 0.8498 0.0364
C -1.8996 1.5673 -0.6772
C -2.8804 2.5038 -0.5408
N -2.9779 3.3576 0.4919
C -3.9371 4.4415 0.4505
C -5.1396 4.4247 1.3517
C -5.2988 4.2439 -0.1277
C -2.0189 3.3170 1.4937
C -2.1418 4.1179 2.6313
C -1.1674 4.1464 3.6140
N -1.3839 4.9524 4.7621
C -1.5868 6.3871 4.5660
C -2.6393 6.8571 5.5888
N -2.6471 5.8574 6.7101
C -1.2442 5.5216 7.1189
C -0.5971 4.7119 5.9743
C -2.0513 0.6548 -1.8672
O -2.5978 1.1070 -2.8549
O -1.6513 -0.5654 -1.6988
H 1.0222 1.9987 2.2124
H -3.6381 2.5857 -1.3083
H -3.4654 5.4013 0.2764
H -5.4491 5.3566 1.8076
H -5.2861 3.5490 1.9724
H -5.7106 5.0545 -0.7109
H -5.5835 3.2597 -0.4761
H -3.0248 4.7286 2.7601
H -1.9275 6.5861 3.5552
H -0.6481 6.9343 4.7138
H -3.6385 6.8907 5.1602
H -2.3970 7.8388 5.9882
H -3.0569 5.0003 6.3339
H -3.2050 6.1857 7.4956
H -1.2597 4.9576 8.0473
H -0.7185 6.4573 7.2950
H -0.6165 3.6471 6.1978
H 0.4462 5.0154 5.8767
C -6.7538 -3.9054 0.3085
C -5.3717 -3.3772 0.5821
C -5.1698 -2.0869 1.0402
C -3.8980 -1.5649 1.2615
C -3.8441 -0.1424 1.7798
C -2.7799 -2.3580 0.9680
C -2.9644 -3.6982 0.5563
C -1.8246 -4.6651 0.3251
C -4.2516 -4.1792 0.3889
C -1.3910 -1.8171 1.0380
O -1.0874 -0.9668 1.9406
O -0.5180 -2.2555 0.2183
H -7.5094 -3.1394 0.4764
H -6.9760 -4.7601 0.9500
H -6.8317 -4.2439 -0.7262
H -6.0311 -1.4547 1.2363
H -4.6199 -0.0079 2.5354
H -4.0522 0.5524 0.9592
H -2.8817 0.1072 2.2144
H -1.0554 -4.5763 1.0918
H -1.3449 -4.4704 -0.6355
H -2.2026 -5.6868 0.3243
H -4.3924 -5.2101 0.0794
Te 1.2334 -0.6875 1.6691
C 1.2155 -0.8082 3.8009
C 2.1271 -1.7196 4.3405
C 2.2018 -1.9087 5.7161
C 1.3434 -1.2119 6.5536
C 0.3932 -0.3546 6.0145
C 0.3266 -0.1520 4.6425
C 2.9497 0.6674 1.6866
C 4.0147 0.3728 2.5406
C 5.2019 1.0910 2.4677
C 5.3377 2.1256 1.5530
C 4.2813 2.4307 0.7078
C 3.0981 1.7028 0.7676
H 2.7695 -2.2928 3.6804
H 2.9192 -2.6079 6.1274
H 1.3957 -1.3587 7.6255
H -0.3066 0.1549 6.6668
H -0.4286 0.5026 4.2220
H 3.9242 -0.4100 3.2811
H 6.0219 0.8340 3.1276
H 6.2619 2.6867 1.4984
H 4.3792 3.2436 -0.0026
H 2.2885 1.9477 0.0915
```

Summary:
**Relative energy (zero: lowest compared OMol25 entry of this formula, charge and spin)**: 0.0000 eV
**Charge**: +2
**Orbital gap (alpha / beta)**: 6.2203 / 6.4402 eV
**Spin multiplicity**: 2
**Expectation value of S²**: 0.755
**Electronic energy**: -4890.4801 Ha
**HOMO level (alpha / beta)**: -0.3943 / -0.4150 hartree


(3)
3 unconnected molecules or ions with the total composition C4H14O5 in a non-equilibrium geometry. Source: OMol25; level of theory: ωB97M-V with the def2-TZVPD basis set.

Structure (XYZ):
```
23
C4H14O5, DFT ωB97M-V with the def2-TZVPD basis set
O 2.0759 1.7412 -4.6632
C 1.9355 2.9435 -3.8849
C 2.0267 4.2032 -4.7791
O 3.0893 4.0196 -5.6885
H 2.6393 1.9768 -5.4039
H 1.0940 2.9666 -3.1925
H 2.7072 3.0221 -3.1192
H 2.0317 5.1745 -4.2845
H 1.1254 4.4215 -5.3518
H 3.2472 4.7017 -6.3454
O -1.7517 -3.7757 3.9727
C -2.3951 -2.5711 4.3240
C -3.4637 -2.7017 5.4481
O -2.7988 -3.1307 6.5479
H -1.2377 -3.6154 3.1779
H -1.5854 -1.9132 4.6398
H -2.8528 -2.4560 3.3414
H -4.1981 -3.4736 5.2178
H -3.8317 -1.7236 5.7578
H -3.2706 -2.9416 7.3623
O 1.6640 -2.5974 -0.8307
H 1.3469 -2.2321 -1.6567
H 2.4027 -2.0387 -0.5891
```

Summary:
**Relative energy (zero: lowest compared OMol25 entry of this formula, charge and spin)**: 2.7252 eV
**SMILES**: OCCO.OCCO.O
**Orbital gap**: 10.5572 eV
**Electronic energy**: -536.9049 Ha
**HOMO level**: -0.3658 hartree


(4)
6 unconnected molecules or ions with the total composition C37H72O10 in a non-equilibrium geometry. Source: OMol25; level of theory: ωB97M-V with the def2-TZVPD basis set.

Structure (XYZ):
```
119
C37H72O10, DFT ωB97M-V with the def2-TZVPD basis set
C -7.8220 1.2300 -7.0927
C -7.0079 0.0322 -7.5809
O -6.7558 -0.0822 -8.7225
O -6.5306 -0.9442 -6.7140
C -5.6328 -0.3007 -5.7816
C -4.8835 -1.3238 -4.8864
C -4.5382 -0.6185 -3.5439
C -3.7914 -1.5970 -2.6098
C -3.6057 -1.0149 -1.1804
C -3.0836 -2.1183 -0.1649
C -1.8005 -1.5568 0.4636
C -1.8066 -0.5971 1.3805
C -0.4808 -0.0728 1.9025
O -0.4999 0.9401 2.5367
C 0.8227 -0.8109 1.6019
C 2.0391 -0.3778 2.3745
C 3.1039 0.2827 1.3751
C 2.4693 0.8523 0.0264
O 3.3377 -0.4250 0.1797
C 0.7642 -1.7782 0.6970
C -0.4980 -2.1243 -0.0533
O -0.4146 -2.7917 -1.0331
H -8.8579 0.8967 -6.8941
H -7.4476 1.6809 -6.1611
H -7.8440 2.0195 -7.8544
H -6.1957 0.3547 -5.0894
H -4.8968 0.2923 -6.3620
H -3.9810 -1.6629 -5.4183
H -5.5600 -2.1704 -4.6707
H -5.4756 -0.2930 -3.0535
H -3.9145 0.2733 -3.7448
H -2.8026 -1.8615 -3.0217
H -4.3894 -2.5276 -2.5247
H -2.8283 -0.2336 -1.2676
H -4.5340 -0.5415 -0.8193
H -2.8608 -3.0168 -0.7583
H -3.8572 -2.2910 0.5974
H -2.7675 -0.1936 1.7119
H 2.5733 -1.1888 2.8885
H 1.8327 0.4837 3.0297
H 3.9302 0.8586 1.8251
H 3.1697 1.2345 -0.7303
H 1.7352 0.2691 -0.5412
H 1.6831 -2.3327 0.4778
C 6.9026 -1.8749 2.6650
C 6.5971 -1.0146 3.8759
O 5.5048 -1.4879 4.6452
C 5.6384 -2.7907 5.1937
C 6.8222 -2.9394 6.1330
H 6.0226 -1.9506 2.0218
H 7.7238 -1.4459 2.0885
H 7.1886 -2.8891 2.9473
H 6.3240 -0.0134 3.5373
H 7.4846 -0.8956 4.5067
H 5.6777 -3.5355 4.3920
H 4.7199 -2.9856 5.7492
H 7.7723 -2.7622 5.6264
H 6.8479 -3.9472 6.5499
H 6.7500 -2.2226 6.9536
C 4.0925 -8.7208 5.7240
C 3.8819 -7.2943 6.2031
O 4.1389 -6.3149 5.2112
C 3.3450 -6.3827 4.0384
C 1.8553 -6.2379 4.2985
H 5.1129 -8.8533 5.3585
H 3.9171 -9.4242 6.5395
H 3.4168 -8.9815 4.9082
H 4.5757 -7.0894 7.0198
H 2.8744 -7.1647 6.6129
H 3.5584 -7.3065 3.4897
H 3.6753 -5.5615 3.3996
H 1.4696 -7.0403 4.9290
H 1.3038 -6.2578 3.3572
H 1.6471 -5.2937 4.8058
C -1.8185 3.8000 2.5261
C -2.9601 4.7799 2.7390
O -3.7440 4.5031 3.8872
C -3.0627 4.5204 5.1297
C -2.4163 5.8564 5.4550
H -2.1984 2.7815 2.4500
H -1.2763 4.0419 1.6098
H -1.1045 3.8196 3.3502
H -3.6391 4.7248 1.8861
H -2.5894 5.8112 2.7723
H -2.3266 3.7100 5.1690
H -3.8117 4.2934 5.8904
H -1.6512 6.1290 4.7266
H -1.9438 5.8182 6.4379
H -3.1647 6.6513 5.4575
C 1.2501 -1.3144 -6.6285
C -0.1900 -1.6513 -6.2814
O -0.9829 -0.5175 -5.9715
C -1.1167 0.4570 -6.9927
C -1.7481 -0.0760 -8.2680
H 1.7229 -0.7714 -5.8074
H 1.8172 -2.2269 -6.8190
H 1.3198 -0.6870 -7.5183
H -0.2011 -2.2826 -5.3915
H -0.6583 -2.2352 -7.0812
H -0.1472 0.9227 -7.2007
H -1.7541 1.2425 -6.5822
H -1.1458 -0.8620 -8.7255
H -1.8606 0.7268 -8.9982
H -2.7336 -0.4984 -8.0591
C 2.2103 7.0358 -0.0372
C 1.5660 7.1735 -1.4066
O 0.6036 6.1723 -1.6878
C -0.5076 6.1065 -0.8109
C -1.3284 7.3843 -0.7679
H 2.6843 6.0572 0.0641
H 2.9667 7.8093 0.1053
H 1.4811 7.1306 0.7688
H 2.3371 7.0775 -2.1723
H 1.1268 8.1691 -1.5331
H -0.1789 5.8169 0.1936
H -1.1396 5.2941 -1.1744
H -0.7472 8.2325 -0.4031
H -2.1883 7.2593 -0.1075
H -1.6885 7.6393 -1.7665
```

Summary:
**Relative energy (zero: lowest compared OMol25 entry of this formula, charge and spin)**: 1.1875 eV
**SMILES**: CC(=O)OCCCCCCC1=CC(=O)C(C[C@@H]2CO2)=CC1=O.CCOCC.CCOCC.CCOCC.CCOCC.CCOCC
**Orbital gap**: 8.6258 eV
**Electronic energy**: -2205.1526 Ha
**HOMO level**: -0.3507 hartree


(5)
8 unconnected molecules or ions with the total composition C14H39N15O11S in a non-equilibrium geometry. Source: OMol25; level of theory: ωB97M-V with the def2-TZVPD basis set.

Structure (XYZ):
```
80
C14H39N15O11S, DFT ωB97M-V with the def2-TZVPD basis set
H 6.3889 -0.3654 -0.2870
N 5.7871 0.0147 0.4411
C 4.6295 -0.4878 0.3674
C 3.5883 -0.0730 1.3512
C 2.7398 1.0835 0.8386
C 1.7749 0.7945 -0.2886
C 0.8009 -0.1281 0.4887
C -0.5190 -0.3525 -0.2420
S -1.7718 -1.1304 0.7445
O -2.6417 -0.1457 1.3431
O -1.1165 -2.0020 1.6891
C 0.8020 0.5616 1.8610
O 0.0965 0.4184 2.8051
O 1.8227 1.4929 1.8642
H 4.4120 -1.2301 -0.3981
H 4.0954 0.2571 2.2516
H 3.0041 -0.9444 1.6330
H 3.4272 1.8826 0.5879
H 1.1754 1.6796 -0.4636
H 2.1884 0.3708 -1.1900
H 1.2847 -1.0974 0.5165
H -0.3342 -1.0249 -1.0691
H -0.8804 0.5778 -0.6656
H -2.5396 -1.8946 -0.0784
N 2.3918 3.6987 -3.7537
C 3.4064 2.9360 -3.2703
N 4.4991 2.8168 -4.0886
O 3.3559 2.3884 -2.1769
H 2.4030 4.1746 -4.6352
H 1.5914 3.8172 -3.1646
H 5.2646 2.2632 -3.7551
H 4.5673 3.2573 -4.9856
N -4.5823 -5.8384 0.5275
C -3.7012 -4.8180 0.3463
N -2.7875 -4.6612 1.3270
O -3.7620 -4.0927 -0.6547
H -4.5624 -6.4355 1.3332
H -5.2813 -5.9811 -0.1759
H -2.1220 -3.9127 1.2284
H -2.7435 -5.2448 2.1497
N 7.0833 1.1637 5.4431
C 6.7510 0.6327 4.2217
N 6.8101 1.5014 3.1707
O 6.4232 -0.5343 4.0946
H 7.3531 2.1187 5.5773
H 7.0458 0.5501 6.2342
H 6.5701 1.1428 2.2571
H 7.0718 2.4635 3.2657
N -1.2985 5.3212 -4.7576
C -0.2448 6.1625 -4.9737
N -0.5633 7.3824 -5.4948
O 0.9079 5.8478 -4.7156
H -2.2502 5.5622 -4.9580
H -1.0980 4.4163 -4.3756
H 0.1910 8.0217 -5.6599
H -1.4995 7.6659 -5.7115
N -5.7856 1.1360 0.1926
C -6.3770 2.2212 0.7709
N -5.6794 2.7625 1.8173
O -7.4422 2.6763 0.3886
H -4.9060 0.7535 0.4939
H -6.2611 0.7081 -0.5785
H -6.0795 3.5608 2.2710
H -4.8032 2.3980 2.1430
N -2.2516 -2.1394 -5.2002
C -2.3636 -2.1791 -3.8373
N -3.1273 -3.1730 -3.3271
O -1.8014 -1.3547 -3.1239
H -2.6986 -2.7967 -5.8095
H -1.6895 -1.4101 -5.5956
H -3.2230 -3.2255 -2.3212
H -3.5982 -3.8545 -3.8899
N -1.5485 -5.6071 5.8149
C -2.3913 -5.0843 4.8795
N -2.5873 -3.7406 4.9380
O -2.9308 -5.7850 4.0294
H -1.0897 -5.0564 6.5148
H -1.3847 -6.5955 5.7853
H -3.1866 -3.3293 4.2458
H -2.1445 -3.1442 5.6105
```

Summary:
**SMILES**: [H]/N=C/C[C@H]1C[C@H](C[SH](=O)=O)C(=O)O1.NC(N)=O.NC(N)=O.NC(N)=O.NC(N)=O.NC(N)=O.NC(N)=O.NC(N)=O
**Orbital gap**: 9.7528 eV
**Electronic energy**: -2604.3076 Ha
**HOMO level**: -0.3468 hartree


(6)
A gas-phase ion, C3H8N3S3 (charge +1) in a non-equilibrium geometry. Source: OMol25; level of theory: ωB97M-V with the def2-TZVPD basis set.

Structure (XYZ):
```
17
C3H8N3S3, DFT ωB97M-V with the def2-TZVPD basis set
C -1.1129 -2.0820 -0.0915
C -1.0967 -0.7005 0.5139
N -0.4960 0.2563 -0.0581
C -0.1687 1.5473 0.0605
N -1.1535 2.3753 -0.5165
N 1.0534 2.0230 0.3507
S 2.5553 1.1447 0.6740
S 2.6389 -0.2964 -0.6202
S 2.0790 -2.1728 0.2833
H -0.3532 -2.0724 -0.9566
H -0.6988 -2.8575 0.6073
H -2.1933 -2.3326 -0.3259
H -1.6453 -0.4171 1.4107
H -2.1646 2.1643 -0.3774
H -1.1863 3.3539 -0.8080
H 1.2306 2.9332 0.6070
H 2.7119 -2.8667 -0.7531
```

Summary:
**Relative energy (zero: lowest compared OMol25 entry of this formula, charge and spin)**: 0.0000 eV
**Charge**: +1
**SMILES**: C/C=N/C(=[NH2+])NSSS
**Orbital gap**: 8.8371 eV
**Electronic energy**: -1477.6484 Ha
**HOMO level**: -0.4583 hartree


(7)
2 unconnected molecules or ions with the total composition C4H12BNO2 in a non-equilibrium geometry. Source: OMol25; level of theory: ωB97M-V with the def2-TZVPD basis set.

Structure (XYZ):
```
20
C4H12BNO2, DFT ωB97M-V with the def2-TZVPD basis set
B -0.4117 -0.3624 0.3636
C 0.4242 1.8566 0.8468
C -1.8918 1.3323 1.4134
C -0.0116 -2.7742 -0.1123
C 1.4139 -0.1147 -2.0483
N -0.6090 0.8339 0.8827
O -0.6752 -1.5884 0.3119
O 1.6861 -0.2279 -0.7448
H -0.0144 2.8808 0.5119
H 0.8552 1.9177 1.8821
H 1.1415 1.1965 0.2916
H -1.6183 2.3563 1.8134
H -2.7598 1.3883 0.6501
H -2.1313 0.6040 2.2926
H 1.0765 -2.6562 -0.1720
H -0.2843 -3.0770 -1.2085
H -0.1828 -3.5824 0.4919
H 2.1899 -0.1697 -2.7597
H 1.1912 0.9393 -2.2297
H 0.6115 -0.7531 -2.4766
```

Summary:
**Relative energy (zero: lowest compared OMol25 entry of this formula, charge and spin)**: 2.9896 eV
**Orbital gap**: 8.0003 eV
**Electronic energy**: -389.5918 Ha
**HOMO level**: -0.2772 hartree